Run a
{"formula": "C5H10O2", "method": "ωB97M-V/def2-TZVPD", "elements": ["O", "C", "C", "C", "C", "O", "C", "H", "H", "H", "H", "H", "H", "H", "H", "H", "H"], "coordinates": [[2.11, 0.43, 0.81], [1.72, -0.65, -0.02], [0.33, -1.11, 0.32], [-0.73, 1.56, 0.16], [-1.96, 0.75, -0.08], [-2.28, 0.30, -1.15], [-0.52, -1.57, -0.59], [3.06, 0.54, 0.71], [1.77, -0.37, -1.09], [2.38, -1.51, 0.13], [0.09, -1.13, 1.38], [-0.36, 1.60, 1.19], [0.07, 1.40, -0.56], [-1.25, 2.50, -0.08], [-2.66, 0.77, 0.79], [-0.31, -1.51, -1.66], [-1.48, -1.99, -0.32]], "smiles": "C=CCO.CC=O", "lumo_energy_ev": 0.825, "gap_ev": 10.27, "total_charge": 0, "molar_mass_g_mol": 102.1, "e_homo_ev": -9.4449}

Run b
{"formula": "C5H10O2", "method": "ωB97M-V/def2-TZVPD", "elements": ["C", "C", "C", "O", "C", "C", "H", "H", "H", "H", "H", "H", "H", "H", "H", "H", "O"], "coordinates": [[-0.61, 0.82, 2.62], [-0.60, -0.66, -2.09], [-0.56, -0.97, -0.81], [-0.98, -2.29, -0.47], [-0.07, -0.13, 0.37], [-0.63, -0.29, 1.67], [-0.18, 1.61, 2.07], [-0.11, 0.69, 3.59], [-1.62, 1.28, 2.95], [-1.00, -1.41, -2.73], [-0.58, 0.40, -2.42], [-0.54, -2.43, 0.34], [0.36, 0.87, 0.13], [-0.78, -1.34, 2.02], [3.32, 3.21, -0.80], [2.98, 1.88, -1.80], [2.59, 2.62, -1.26]], "smiles": "C=C(O)/C=C/C.O", "lumo_energy_ev": 0.669, "gap_ev": 9.11, "total_charge": 0, "molar_mass_g_mol": 102.1, "e_homo_ev": -8.4464}

The structure with the greatest stability is run a.

Run a
{"formula": "C8H14N3O", "method": "ωB97M-V/def2-TZVPD", "elements": ["C", "C", "C", "C", "C", "C", "C", "C", "N", "N", "N", "O", "H", "H", "H", "H", "H", "H", "H", "H", "H", "H", "H", "H", "H", "H"], "coordinates": [[-0.15, -0.13, 0.21], [1.47, -1.08, 1.78], [0.46, 2.09, -0.10], [-1.70, 0.90, -1.23], [1.63, 1.28, 0.65], [-2.04, -0.59, -1.06], [-0.81, 1.20, 0.01], [-0.56, -2.52, -0.44], [1.04, -0.05, 0.89], [-0.87, -1.06, -0.38], [2.82, -1.04, 2.00], [0.66, -1.91, 2.18], [0.39, 3.09, 0.33], [0.69, 2.28, -1.25], [-1.17, 1.17, -2.22], [-2.52, 1.56, -1.15], [2.62, 1.20, 0.07], [1.82, 1.73, 1.70], [-2.83, -0.83, -0.33], [-2.26, -1.34, -1.95], [-1.33, 1.51, 0.94], [-0.61, -2.95, 0.57], [0.55, -2.47, -0.65], [-1.13, -3.07, -1.21], [3.35, -0.37, 1.34], [3.10, -1.94, 2.22]], "smiles": "C[N+]1=C2[C@@H](CCN2C(N)=O)CC1", "lumo_energy_ev": -3.358, "gap_ev": 10.64, "total_charge": 1, "molar_mass_g_mol": 168.2, "e_homo_ev": -13.9969}

Run b
{"formula": "C8H14N3O", "method": "ωB97M-V/def2-TZVPD", "elements": ["C", "C", "C", "C", "C", "C", "C", "C", "N", "N", "N", "O", "H", "H", "H", "H", "H", "H", "H", "H", "H", "H", "H", "H", "H", "H"], "coordinates": [[1.54, -1.49, -0.94], [0.71, -0.39, -0.87], [2.43, -1.27, 0.25], [1.78, -2.52, -1.73], [-1.86, 0.15, 0.45], [-1.94, -0.25, -0.83], [-2.07, 1.62, 0.91], [0.82, 1.97, -0.03], [2.13, 0.02, 0.71], [1.14, 0.58, 0.03], [-1.91, -0.85, 1.41], [3.35, -1.77, 0.74], [1.26, -2.63, -2.64], [2.48, -3.23, -1.51], [-2.12, -1.29, -1.24], [0.01, -0.26, -1.56], [-1.64, 0.48, -1.65], [-2.96, 1.63, 1.54], [-2.21, 2.41, 0.12], [-1.36, 2.05, 1.52], [1.80, 2.57, 0.00], [0.15, 2.12, -0.81], [0.46, 2.19, 0.99], [2.47, 0.43, 1.51], [-2.15, -1.79, 1.30], [-2.32, -0.45, 2.31]], "lumo_energy_ev": [-5.607, -5.605], "gap_ev": [6.02, 6.02], "total_charge": 1, "molar_mass_g_mol": 168.2, "e_homo_ev": [-11.6262, -11.6263]}

The structure with the greatest stability is run a.

Run a
{"formula": "C4H8NS", "method": "ωB97M-V/def2-TZVPD", "elements": ["C", "C", "C", "C", "N", "S", "H", "H", "H", "H", "H", "H", "H", "H"], "coordinates": [[2.50, 0.49, -0.88], [1.50, 0.40, -0.17], [-0.80, -0.87, -1.21], [0.13, 0.56, 0.25], [-0.13, 0.17, 1.66], [-0.54, 2.23, 0.05], [3.46, 0.55, -1.23], [0.00, -0.84, -1.84], [-1.55, -0.24, -1.51], [-0.98, -1.70, -0.60], [-1.11, 0.51, 2.01], [-0.02, -0.92, 1.87], [0.37, 0.76, 2.33], [0.03, 2.26, -1.25]], "lumo_energy_ev": -4.264, "gap_ev": 8.78, "total_charge": 1, "molar_mass_g_mol": 102.2, "e_homo_ev": -13.0490}

Run b
{"formula": "C4H8NS", "method": "ωB97M-V/def2-TZVPD", "elements": ["C", "C", "C", "C", "N", "S", "H", "H", "H", "H", "H", "H", "H", "H"], "coordinates": [[0.38, 0.96, -0.04], [1.77, 1.26, 0.00], [1.10, -1.27, -0.14], [-1.31, -0.75, 0.09], [0.02, -0.27, -0.10], [2.67, -0.34, 0.04], [-1.50, 2.63, -0.21], [1.98, 1.69, 0.93], [2.13, 1.83, -0.74], [1.03, -1.95, 0.68], [1.39, -1.78, -1.04], [-1.98, 0.01, -0.04], [-1.62, -1.56, -0.46], [-1.27, -0.93, 1.19]], "lumo_energy_ev": [-4.843, -7.156], "gap_ev": [8.70, 6.36], "total_charge": 1, "molar_mass_g_mol": 102.2, "e_homo_ev": [-13.5449, -13.5128]}

The structure with the greatest stability is run a.

Run a
{"formula": "C4H8NS", "method": "ωB97M-V/def2-TZVPD", "elements": ["C", "C", "C", "C", "N", "S", "H", "H", "H", "H", "H", "H", "H", "H"], "coordinates": [[-2.55, 0.02, 0.02], [-3.24, -0.76, 0.60], [2.72, -1.15, -0.01], [-0.63, 1.21, -0.57], [-1.88, 0.96, -0.64], [2.43, 0.65, 0.54], [1.54, 0.32, 1.47], [-3.99, -1.45, 0.97], [3.80, -1.27, -0.06], [2.16, -1.20, -0.94], [2.34, -1.74, 0.79], [0.10, 0.49, -0.28], [-0.31, 2.18, -0.96], [-2.51, 1.74, -0.92]], "lumo_energy_ev": -6.033, "gap_ev": 6.70, "total_charge": 1, "molar_mass_g_mol": 102.2, "e_homo_ev": -12.7374}

Run b
{"formula": "C4H8NS", "method": "ωB97M-V/def2-TZVPD", "elements": ["C", "C", "C", "C", "N", "S", "H", "H", "H", "H", "H", "H", "H", "H"], "coordinates": [[-0.24, 0.24, -1.56], [-0.96, 0.98, 1.78], [1.23, 0.12, 0.51], [-0.97, -0.57, -0.61], [0.48, -0.57, -0.57], [0.38, 1.64, 1.04], [-0.12, -0.02, -2.61], [-0.16, 1.31, -1.38], [-1.79, 1.63, 1.98], [-0.95, -0.01, 2.19], [1.34, -0.55, 1.36], [2.22, 0.42, 0.14], [-1.52, -1.47, -0.80], [1.01, -1.38, -0.89]], "lumo_energy_ev": [-5.524, -4.895], "gap_ev": [6.77, 8.59], "total_charge": 1, "molar_mass_g_mol": 102.2, "e_homo_ev": [-12.2911, -13.4861]}

Run c
{"formula": "C4H8NS", "method": "ωB97M-V/def2-TZVPD", "elements": ["C", "C", "C", "C", "N", "S", "H", "H", "H", "H", "H", "H", "H", "H"], "coordinates": [[-1.30, 0.79, -0.59], [-1.54, -0.54, -0.71], [-1.15, -1.41, 0.38], [2.18, 0.62, -0.36], [1.04, -0.10, -0.05], [0.62, -1.62, 0.26], [-1.61, 1.44, -1.40], [-0.95, 1.21, 0.27], [-2.09, -0.95, -1.63], [-1.40, -1.10, 1.41], [-1.63, -2.44, 0.46], [2.34, 1.35, 0.45], [1.84, 1.22, -1.19], [3.17, 0.17, -0.58]], "lumo_energy_ev": -7.101, "gap_ev": 6.96, "total_charge": 1, "molar_mass_g_mol": 102.2, "e_homo_ev": -14.0611}

The structure with the greatest stability is run c.

Run a
{"formula": "C4H8NS", "method": "ωB97M-V/def2-TZVPD", "elements": ["C", "C", "C", "C", "N", "S", "H", "H", "H", "H", "H", "H", "H", "H"], "coordinates": [[-3.42, -1.07, -0.21], [-1.12, -0.06, 0.08], [3.03, -0.57, 0.20], [1.65, 0.29, 0.21], [-3.84, 0.21, 0.31], [0.20, -0.89, -0.15], [3.06, -1.02, 1.15], [3.19, -1.37, -0.57], [3.97, 0.09, 0.00], [1.81, 1.16, -0.49], [1.48, 0.52, 1.26], [-4.44, 0.01, 1.22], [-4.18, 0.85, -0.39], [-3.02, 0.75, 0.66]], "lumo_energy_ev": [-4.950, -6.169], "gap_ev": [7.81, 7.52], "total_charge": 1, "molar_mass_g_mol": 102.2, "e_homo_ev": [-12.7572, -13.6935]}

Run b
{"formula": "C4H8NS", "method": "ωB97M-V/def2-TZVPD", "elements": ["C", "C", "C", "C", "N", "S", "H", "H", "H", "H", "H", "H", "H", "H"], "coordinates": [[-0.59, 0.33, -0.86], [-1.79, 0.25, -0.34], [-1.02, 1.55, -0.01], [1.85, -0.76, -0.22], [2.12, -0.57, 1.02], [-3.23, -0.40, 0.22], [0.11, -0.19, -1.48], [-0.62, 1.52, 1.02], [-1.36, 2.47, -0.32], [1.92, -0.05, -1.08], [1.41, -1.65, -0.56], [1.91, -1.23, 1.83], [-3.29, -1.65, -0.57], [2.57, 0.36, 1.37]], "lumo_energy_ev": -5.397, "gap_ev": 6.74, "total_charge": 1, "molar_mass_g_mol": 102.2, "e_homo_ev": -12.1358}

The structure with the greatest stability is run b.

Run a
{"formula": "C2H3BrN2S", "method": "ωB97M-V/def2-TZVPD", "elements": ["C", "C", "N", "N", "S", "Br", "H", "H", "H"], "coordinates": [[-1.08, 0.40, -1.40], [-0.73, -0.33, -0.25], [-1.14, 1.20, -2.22], [0.70, 0.01, -0.02], [1.25, 0.86, 1.26], [1.78, -0.48, 2.86], [-1.27, 0.11, 0.53], [-0.79, -1.42, -0.09], [1.28, -0.35, -0.68]], "smiles": "N#CCNSBr", "lumo_energy_ev": 0.143, "gap_ev": 9.39, "total_charge": 0, "molar_mass_g_mol": 167.0, "e_homo_ev": -9.2422}

Run b
{"formula": "C2H3BrN2S", "method": "ωB97M-V/def2-TZVPD", "elements": ["C", "C", "N", "N", "S", "Br", "H", "H", "H"], "coordinates": [[1.13, 0.57, -1.01], [1.41, -0.08, 0.13], [-0.17, 0.82, -1.35], [-1.65, -0.13, 0.58], [-1.55, 0.55, -0.79], [3.11, -0.69, 0.63], [2.04, 0.99, -1.51], [0.71, -0.75, 0.72], [-2.49, -0.32, 1.06]], "lumo_energy_ev": -0.697, "gap_ev": 8.05, "total_charge": 0, "molar_mass_g_mol": 167.0, "e_homo_ev": -8.7484}

Run c
{"formula": "C2H3BrN2S", "method": "ωB97M-V/def2-TZVPD", "elements": ["C", "C", "N", "N", "S", "Br", "H", "H", "H"], "coordinates": [[1.30, 1.49, 0.10], [1.59, 0.58, 0.76], [-0.95, -1.01, -0.78], [-0.90, 0.03, -0.05], [-1.92, -2.30, -0.69], [-2.01, -0.08, 1.37], [1.22, 2.43, -0.43], [1.85, -0.25, 1.35], [-0.18, -0.89, -1.62]], "lumo_energy_ev": [-0.433, -0.432], "gap_ev": [8.49, 8.49], "total_charge": 0, "molar_mass_g_mol": 167.0, "e_homo_ev": [-8.9243, -8.9244]}

The structure with the greatest stability is run a.

Run a
{"formula": "HINO", "method": "ωB97M-V/def2-TZVPD", "elements": ["N", "O", "I", "H"], "coordinates": [[-0.46, 1.27, -0.12], [-0.84, 0.54, 0.78], [0.93, -2.62, -0.17], [0.37, 0.81, -0.49]], "lumo_energy_ev": 3.137, "gap_ev": 6.46, "total_charge": -1, "molar_mass_g_mol": 157.9, "e_homo_ev": -3.3233}

Run b
{"formula": "HINO", "method": "ωB97M-V/def2-TZVPD", "elements": ["N", "O", "I", "H"], "coordinates": [[-0.33, -0.67, -0.17], [-1.45, -0.36, 0.12], [1.24, 0.14, 1.47], [0.53, 0.90, -1.42]], "lumo_energy_ev": [3.898, 3.635], "gap_ev": [7.46, 6.66], "total_charge": -1, "molar_mass_g_mol": 157.9, "e_homo_ev": [-3.5641, -3.0200]}

The structure with the greatest stability is run a.

Run a
{"formula": "C2H4BrN", "method": "ωB97M-V/def2-TZVPD", "elements": ["C", "C", "N", "Br", "H", "H", "H", "H"], "coordinates": [[1.90, 0.33, 0.00], [-0.31, -0.51, 0.04], [1.15, -0.60, -0.06], [3.78, -0.01, 0.00], [1.61, 1.40, -0.03], [-0.61, -0.87, -1.02], [-0.64, 0.60, 0.10], [-0.64, -0.86, 1.02]], "smiles": "C/N=C/Br", "lumo_energy_ev": 0.845, "gap_ev": 10.72, "total_charge": 0, "molar_mass_g_mol": 122.0, "e_homo_ev": -9.8742}

Run b
{"formula": "C2H4BrN", "method": "ωB97M-V/def2-TZVPD", "elements": ["C", "C", "N", "Br", "H", "H", "H", "H"], "coordinates": [[0.48, -0.73, -0.10], [0.34, 0.54, 0.55], [-0.84, -0.29, 0.22], [-2.04, 0.42, -1.65], [0.72, -0.52, -1.06], [0.71, -1.63, 0.23], [0.28, 0.70, 1.66], [0.35, 1.52, 0.14]], "smiles": "BrN1CC1", "lumo_energy_ev": [-1.610, -1.543], "gap_ev": [8.40, 8.47], "total_charge": 0, "molar_mass_g_mol": 122.0, "e_homo_ev": [-10.0099, -10.0104]}

The structure with the greatest stability is run a.

Run a
{"formula": "C2H3OPS", "method": "ωB97M-V/def2-TZVPD", "elements": ["C", "C", "O", "P", "S", "H", "H", "H"], "coordinates": [[1.78, -0.70, 0.51], [1.48, 0.26, -0.22], [-1.55, -1.68, 0.20], [-2.20, 1.10, 0.30], [-1.40, -0.53, -0.63], [1.86, -1.53, 1.18], [1.40, 1.09, -0.90], [-1.38, 1.99, -0.43]], "lumo_energy_ev": [-1.375, -1.371], "gap_ev": [7.71, 7.72], "total_charge": 0, "molar_mass_g_mol": 106.1, "e_homo_ev": [-9.0856, -9.0862]}

Run b
{"formula": "C2H3OPS", "method": "ωB97M-V/def2-TZVPD", "elements": ["C", "C", "O", "P", "S", "H", "H", "H"], "coordinates": [[-0.59, -1.38, -0.20], [-1.60, -0.60, -0.03], [1.78, 1.74, -0.94], [2.21, 1.19, 0.32], [-2.76, 0.44, 0.00], [0.32, -0.96, -0.60], [-0.70, -2.39, 0.10], [1.33, 1.97, 1.34]], "smiles": "C=C=S.O=P", "lumo_energy_ev": -1.063, "gap_ev": 7.75, "total_charge": 0, "molar_mass_g_mol": 106.1, "e_homo_ev": -8.8093}

The structure with the greatest stability is run b.